(1)
Computed, not measured: C31H38Cl52FNO6P2S as an isolated structure at a distorted geometry, with ωB97M-V with the def2-TZVPD basis set.

```
132
Properties=species:S:1:pos:R:3
Cl -9.3565 7.1872 -1.0160
Cl -2.1957 -10.4825 5.6145
Cl -8.0737 5.9317 1.2568
Cl -6.1931 -1.0352 -3.0456
Cl -0.0295 2.5294 -8.1978
Cl -3.9802 -0.7607 -1.1977
Cl -4.6525 -0.7797 -13.6101
Cl 2.9975 -7.5598 6.8691
Cl -4.3032 4.0443 -1.2246
Cl 2.3478 1.2376 -9.2269
Cl -2.1742 -2.1651 -14.1768
Cl -0.5713 7.3807 -8.1473
Cl -4.0896 4.2706 -4.1079
Cl -2.2074 -9.4759 2.4878
Cl -3.0114 -9.4099 -0.2928
Cl -2.9675 -11.9242 1.1435
Cl -8.7844 4.3481 -1.0609
Cl 5.1200 5.1519 -6.3199
Cl -6.5696 0.3521 -0.5313
Cl 2.9031 5.1598 -8.1925
Cl -4.9735 1.5605 -2.6205
Cl 4.8618 7.2880 -8.2560
Cl -1.0479 5.3642 -6.1304
Cl -2.9492 4.4451 1.6656
Cl -0.5566 4.3304 3.2418
Cl 0.5418 2.5997 -11.0346
Cl -4.8739 3.6518 -6.8665
Cl -0.5994 -9.2218 7.6753
Cl -7.0883 3.3567 -8.7003
Cl 3.0914 3.5503 -1.6512
Cl -2.2522 6.6821 3.3757
Cl 2.1058 -7.4792 9.6225
Cl -1.3716 8.1621 -5.4765
Cl -0.3678 -8.3383 4.9288
Cl -5.9528 5.9773 -8.2491
Cl -2.7741 -7.7677 6.4367
Cl 0.8309 -5.7967 7.6356
Cl -7.4784 4.6832 -6.1577
Cl -4.9738 -9.9327 1.7708
Cl -1.6984 4.2529 -2.4747
Cl 5.4744 1.9596 -2.0841
Cl -2.1385 0.3051 -12.6686
Cl -3.1378 4.1847 4.5458
Cl 5.6888 4.6006 -0.9202
Cl -3.2712 6.8675 -7.2388
Cl 3.5352 -5.2267 8.4972
Cl -3.4706 6.5434 -2.4269
Cl 5.5882 4.6250 -9.1284
Cl -3.2118 -2.1018 -11.4744
Cl 4.9799 4.3004 -3.7144
Cl -6.6201 6.2600 -1.2236
Cl -0.2643 0.1184 -9.7814
S -1.0194 -3.3662 0.1337
P 3.3454 1.2614 4.0944
P 3.3257 -2.7134 0.4609
F 3.2064 -3.1487 4.7348
O -0.4447 -3.8552 1.6277
O 3.7373 -0.1568 4.4828
O -2.4468 -3.0073 0.3088
O 2.7859 2.0106 5.4861
O -0.8263 -4.4942 -0.8230
O 4.7673 2.0332 3.6456
N -0.1141 -0.8960 2.0411
C 2.6936 0.3865 1.5380
C 0.7937 -1.3644 0.9816
C 4.8090 3.6023 -2.0927
C 1.4227 2.4253 5.3563
C -1.5683 6.9419 -6.7479
C -5.4283 0.0287 -1.8503
C 2.1332 1.2992 2.6817
C -3.2898 -10.1851 1.2765
C 4.6167 5.5552 -7.9738
C 1.6193 -0.0987 0.5051
C 2.2032 -3.9890 5.2307
C 0.9946 -3.9438 1.5899
C 3.1576 -3.8811 -1.0000
C 2.3678 -6.5156 8.1567
C 1.5511 -4.6491 2.8908
C -1.2852 -0.1543 1.5435
C 0.6490 1.6201 -9.5600
C -2.2284 4.9177 3.2121
C 4.8060 -3.1051 1.5370
C 0.9863 -4.0438 4.2231
C 4.0449 4.4429 3.9774
C 0.0287 -1.9200 -0.3056
C -6.3440 4.4190 -7.4934
C -1.4858 -8.9544 6.1641
C 0.3936 1.2424 5.5923
C 4.5548 3.2964 2.9950
C -3.3913 4.7764 -2.5588
C -1.5959 0.9913 2.5960
C -3.0443 -1.1849 -12.9832
C 1.7411 -2.5554 1.4559
C -8.2091 5.9329 -0.5111
H 2.6457 -5.0201 5.2009
H 5.5691 3.6374 2.6583
H 0.8196 -2.3137 -0.9943
H 1.2376 -4.6626 0.7619
H 3.4378 1.0008 0.9620
H 3.2782 -0.4327 2.0087
H 1.1439 0.9927 3.0831
H -1.6956 0.5951 3.6294
H 4.9537 -4.1824 1.7833
H 3.7423 -3.5101 -1.8676
H 2.0581 -2.2661 2.4984
H -0.6210 1.6093 5.2921
H 2.0025 2.3540 2.3113
H 2.1594 -0.3581 -0.4377
H 0.4274 0.9711 6.6687
H 0.6800 0.3444 4.9999
H 4.6435 -2.5739 2.5151
H -2.5600 1.5157 2.3534
H -2.2081 -0.7747 1.4283
H 1.3048 -5.7437 2.8777
H 1.2277 3.1365 6.2018
H -0.3615 -1.6277 2.7003
H 4.1313 4.1244 5.0409
H 5.6978 -2.6270 1.0713
H 1.2071 3.0014 4.4277
H 2.0908 -4.1033 -1.2283
H 0.2315 -4.7005 4.7085
H 3.6142 -4.8657 -0.6966
H -0.8056 1.7786 2.5015
H 0.9640 0.7689 0.2622
H 4.6671 5.3561 3.8625
H 3.9403 3.2372 2.0656
H -0.5207 -1.1382 -0.8694
H 2.6649 -4.5775 2.8252
H -1.1134 0.3712 0.5784
H 0.6272 -2.9954 4.0724
H 2.9702 4.6203 3.7158
H 1.9004 -3.7474 6.2672
```

Maximum force in hartree/bohr: 0.085
E_tot in Eh: -26820.7453
2S+1: 1



(2)
Computed, not measured: C31H38Cl5INP2Zr as an isolated structure at a distorted geometry, with ωB97M-V with the def2-TZVPD basis set.

```
79
Properties=species:S:1:pos:R:3
I -1.7260 0.1756 -2.7246
Zr 0.1527 -0.1252 0.0037
Cl 5.5726 -2.5197 -1.2367
Cl 4.9005 1.4020 2.4279
Cl 1.7985 1.1854 1.9827
Cl 6.7993 -0.4932 0.7834
Cl 2.5046 -2.6629 -1.6417
P -1.6078 -2.1711 0.0167
P -0.9367 2.3922 0.2873
N -0.9395 -0.1372 1.7948
C 0.3514 -1.4593 3.4674
C -4.3356 -1.7752 -0.5874
C -0.5664 -4.1912 -1.6230
C -3.7758 -2.1920 1.8435
C -0.4373 -1.3652 2.3130
C -1.8550 -3.6971 -0.9675
C -1.3027 0.9424 2.6137
C 3.1664 -1.5364 -0.4988
C 5.1060 -0.5781 0.5754
C 4.2767 0.2682 1.3048
C -0.6737 -2.5224 1.5364
C 4.5485 -1.4893 -0.3311
C -1.2189 2.2464 2.0889
C -3.2968 -1.5916 0.5230
C 2.3040 -0.7103 0.2095
C -1.5979 3.3275 2.8890
C -2.5980 -4.8106 -0.2123
C -2.0132 3.1484 4.1957
C -1.7662 0.7674 3.9202
C -3.7260 2.0962 0.1481
C 0.8926 -2.6726 3.8363
C 2.9127 0.1599 1.0873
C 0.2046 3.7455 -0.2535
C 0.3788 0.2394 -2.2213
C -2.1062 1.8565 4.7016
C 0.6887 -3.8093 3.0534
C 1.6731 3.3780 -0.4700
C -0.0794 -3.7310 1.9095
C 0.0894 5.0507 0.5299
C -2.6029 3.0810 -0.1683
C -2.7481 3.6562 -1.5752
H -2.6823 3.9080 0.5439
H -3.1589 -0.5219 0.6672
H -2.2016 -4.9980 0.7834
H 2.2529 3.4844 0.4441
H 0.4725 4.9321 1.5444
H 0.1821 -4.5024 -0.8927
H -0.2074 3.9162 -1.2528
H -4.7236 -1.7257 2.1226
H -0.1240 -3.4177 -2.2517
H -4.6858 2.6089 0.0647
H -3.0706 -2.0249 2.6568
H -3.7292 1.2666 -0.5598
H -3.7481 4.0851 -1.6655
H -2.4624 1.6945 5.7111
H -0.7918 -5.0505 -2.2563
H -3.6521 1.6980 1.1620
H 0.7319 1.1629 -2.6757
H -4.6271 -2.8166 -0.7144
H 1.1292 -4.7545 3.3412
H -2.6454 2.8915 -2.3433
H -3.9964 -1.3968 -1.5513
H -1.5729 4.3300 2.4844
H 0.6922 5.8175 0.0389
H -2.5027 -3.3369 -1.7718
H 0.5414 -0.5756 4.0608
H 1.4972 -2.7351 4.7319
H -0.2152 -4.6162 1.3048
H -2.2793 4.0009 4.8052
H -3.9472 -3.2663 1.7595
H -3.6575 -4.5936 -0.1000
H -2.0431 4.4583 -1.7897
H -0.9337 5.4267 0.5824
H 1.8174 2.3654 -0.8548
H -5.2364 -1.2217 -0.3142
H 0.8017 -0.5947 -2.7833
H -1.8650 -0.2341 4.3202
H -2.5146 -5.7398 -0.7792
H 2.1012 4.0542 -1.2117
```

Maximum force in hartree/bohr: 0.026
Net charge: +1
E_tot in Eh: -4587.0811
2S+1: 1



(3)
Computed, not measured: C31H38ClN13O2SiV as an isolated structure, with ωB97M-V with the def2-TZVPD basis set.

```
87
Properties=species:S:1:pos:R:3
V -0.5118 -1.5605 -0.5032
Cl -1.4002 -3.7243 -1.6275
Si -5.2723 -0.7817 -2.1315
O -1.0389 0.1848 0.1069
O 1.1506 -0.8754 0.5525
N 2.5299 -4.6209 -0.3292
N 0.4416 -1.2608 -2.1126
N -0.7371 -4.1312 3.0549
N -0.6670 1.3156 -2.5107
N -0.9063 -2.7519 1.3414
N 1.9355 -2.8976 -1.3799
N -1.0577 0.5010 4.0829
N 0.6372 -4.6403 1.2014
N 0.9891 -3.0753 -0.4875
N -1.7468 -2.3627 2.3231
N -1.6422 -3.1690 3.3231
N 2.8698 -3.7933 -1.3068
N 2.0534 -0.4043 3.0283
C -0.2339 1.1810 5.0570
C 0.6969 3.4035 0.0881
C -3.6040 -1.0506 -1.5453
C -0.4684 1.1993 -3.9338
C 1.8444 -1.5480 -2.0679
C 0.1062 2.2205 -0.3998
C 0.1271 2.0449 -1.8545
C 1.2633 5.0399 1.9138
C -6.5374 -1.4679 -0.9182
C -0.3166 -3.8419 1.8374
C 0.3080 -0.0769 -4.2776
C -0.1213 -1.2969 -3.4527
C 5.7711 1.5831 -1.5629
C 1.3728 -4.1415 0.1662
C -0.4941 1.6299 1.9027
C -5.6341 1.0523 -2.3701
C 4.5750 0.8735 -0.9799
C 4.2592 0.9936 0.3601
C 2.2627 -0.3836 0.0792
C 1.8735 -0.2035 4.4437
C -1.0390 0.6422 2.7154
C 2.9809 0.3375 2.3455
C 0.6526 3.7489 1.4300
C 0.0374 2.8787 2.3148
C 1.2854 1.1604 4.8342
C 3.1530 0.3354 0.9539
C 3.7883 0.0383 -1.7775
C 2.6581 -0.5850 -1.2490
C -2.4525 -1.2453 -1.1844
C -5.5495 -1.6292 -3.7930
C -0.4759 1.3036 0.4848
H -5.5220 1.5860 -1.4240
H -6.4234 -0.9882 0.0562
H 1.0869 -5.3113 1.7997
H 0.1790 -0.2906 -5.3447
H -0.0375 3.1711 3.3550
H 1.2465 -1.0153 4.8214
H 5.4960 2.1787 -2.4375
H -0.4496 0.6999 6.0150
H -4.8654 -1.2232 -4.5420
H -1.4559 1.1486 -4.4033
H 0.8994 2.6426 -2.3756
H -1.5249 -0.1814 2.2192
H 3.6971 0.8753 2.9599
H -0.5551 2.2238 5.1628
H 0.1874 -2.2209 -3.9630
H 1.1104 5.1645 2.9877
H -1.3690 -0.4199 4.3507
H -6.3795 -2.5390 -0.7767
H -4.9211 1.4866 -3.0746
H 6.2188 2.2563 -0.8296
H 4.0522 -0.1292 -2.8186
H 1.2752 -0.7306 2.4636
H -1.2062 -1.3322 -3.3641
H 1.3763 0.1071 -4.1167
H -6.5745 -1.4965 -4.1527
H 2.8543 -0.3136 4.9221
H 4.8962 1.5969 1.0030
H 2.3405 5.0623 1.7264
H 6.5434 0.8759 -1.8808
H -5.3435 -2.6980 -3.7063
H 1.7427 1.5090 5.7683
H 2.2826 -1.6770 -3.0597
H -6.6468 1.2218 -2.7494
H 1.1800 4.0670 -0.6241
H 1.5663 1.8736 4.0579
H -7.5619 -1.3083 -1.2680
H 0.0626 2.0724 -4.3540
H 0.8260 5.9070 1.4109
```

Maximum force in hartree/bohr: 0.004
Net charge: -2
E_tot in Eh: -3760.1157
2S+1: 4
Energy relative to the best compared isomer or geometry (same formula, charge and spin) in eV: 2.674